No. 1
This record from the OMol25 dataset describes a structure of composition C16H28HgO12P at a distorted geometry. The level of theory is ωB97M-V/def2-TZVPD.

## Properties
* HOMO level: 2.2 eV
* molecular weight: 643.952 g/mol
* calculated total energy: -2023.7124 hartree
* ΔE to the lowest compared entry with this formula, charge and spin: 98.1 kcal per mole
* spin multiplicity: 1
* LUMO: 4.83 eV
* net charge: -3

```
58
Properties=species:S:1:pos:R:3:nbo_charge:R:1
Hg 38.478 -17.384 4.671 0.032
C 44.074 -15.917 5.427 -0.625
C 43.580 -16.097 4.087 -0.103
O 42.172 -15.714 4.053 -0.957
H 45.157 -15.908 5.551 0.135
H 43.556 -16.522 6.171 0.201
H 43.972 -14.934 5.888 0.176
H 43.721 -17.084 3.648 0.103
H 44.135 -15.581 3.304 0.079
C 33.470 -20.643 3.400 -0.644
C 34.839 -20.521 3.972 -0.067
O 34.975 -19.502 4.962 -0.945
H 33.360 -21.669 3.048 0.143
H 33.404 -19.871 2.633 0.190
H 32.627 -20.565 4.086 0.176
H 35.498 -20.252 3.146 0.104
H 35.184 -21.506 4.285 0.061
P 36.226 -14.166 3.711 2.399
O 34.718 -14.129 3.617 -1.024
O 36.854 -12.751 3.782 -0.921
O 37.099 -15.011 2.855 -0.843
O 36.435 -14.747 5.099 -0.660
O 39.459 -19.308 0.665 -0.476
C 39.448 -19.210 -0.564 0.773
O 40.535 -19.753 -1.330 -0.531
C 40.602 -19.167 -2.600 -0.062
C 39.133 -18.858 -2.817 -0.432
C 38.433 -18.575 -1.525 -0.533
H 41.073 -19.888 -3.268 0.174
H 41.279 -18.315 -2.520 0.169
H 38.684 -19.777 -3.193 0.197
H 39.002 -18.226 -3.695 0.204
H 37.568 -19.230 -1.421 0.249
H 38.269 -17.538 -1.231 0.266
O 40.255 -20.625 6.800 -0.480
C 40.782 -21.106 7.843 0.753
O 42.178 -21.172 8.098 -0.503
C 42.360 -21.643 9.377 -0.062
C 41.091 -21.073 10.040 -0.420
C 39.986 -21.479 9.039 -0.555
H 43.244 -21.338 9.938 0.182
H 42.316 -22.727 9.280 0.148
H 41.289 -20.022 10.249 0.233
H 40.964 -21.584 10.994 0.187
H 39.193 -20.731 9.014 0.274
H 39.479 -22.442 9.091 0.241
O 39.888 -15.694 8.496 -0.500
C 40.354 -14.746 9.043 0.781
O 40.855 -14.685 10.312 -0.524
C 41.422 -13.363 10.598 -0.069
C 41.424 -12.693 9.235 -0.436
C 40.402 -13.378 8.429 -0.532
H 42.277 -13.277 11.269 0.186
H 40.589 -12.917 11.142 0.157
H 42.356 -12.908 8.712 0.214
H 41.229 -11.621 9.261 0.205
H 40.689 -13.465 7.381 0.284
H 39.393 -13.004 8.602 0.229
```

=====

No. 2
This record from the OMol25 dataset describes an isolated molecule of C16H28N2O5S at a distorted geometry. The level of theory is ωB97M-V/def2-TZVPD.

## Properties
* HOMO level: -9.2 eV
* molecular weight: 360.476 g/mol
* calculated total energy: -1510.3852 hartree
* ΔE to the lowest compared entry with this formula, charge and spin: 17.2 kcal per mole
* spin multiplicity: 1
* LUMO: 0.71 eV

```
52
Properties=species:S:1:pos:R:3:nbo_charge:R:1
C -5.136 3.451 2.927 -0.599
C -4.625 2.089 2.468 -0.419
C -4.679 1.935 0.963 -0.637
S -4.093 0.274 0.524 2.311
O -4.125 0.160 -0.912 -0.958
O -4.832 -0.688 1.288 -0.951
N -2.519 0.344 1.095 -0.697
C -2.100 -0.724 1.979 -0.242
C -1.688 -1.979 1.210 -0.401
C -0.636 -1.680 0.132 -0.308
C 0.717 -1.338 0.754 0.697
O 0.827 -0.974 1.912 -0.655
N 1.815 -1.474 -0.032 -0.444
C 1.892 -1.831 -1.427 -0.216
C 2.432 -0.659 -2.250 -0.449
C 3.806 -0.222 -1.718 0.549
C 3.701 0.073 -0.215 -0.450
C 3.114 -1.133 0.514 -0.232
O 4.747 -1.250 -1.979 -0.544
C 5.911 -0.653 -2.502 -0.093
C 5.367 0.601 -3.190 -0.093
O 4.259 0.945 -2.388 -0.530
C -1.138 -0.528 -0.752 -0.412
C -1.523 0.680 0.103 -0.229
H -4.537 4.249 2.495 0.201
H -5.084 3.529 4.010 0.215
H -6.170 3.594 2.622 0.203
H -5.226 1.294 2.913 0.222
H -3.593 1.950 2.794 0.217
H -5.692 2.016 0.576 0.239
H -4.031 2.636 0.446 0.228
H -2.944 -0.949 2.630 0.232
H -1.259 -0.360 2.573 0.235
H -1.296 -2.714 1.914 0.223
H -2.576 -2.391 0.725 0.215
H -0.520 -2.583 -0.476 0.221
H 2.592 -2.669 -1.529 0.207
H 0.923 -2.137 -1.815 0.217
H 1.765 0.202 -2.191 0.214
H 2.532 -0.956 -3.295 0.222
H 4.692 0.301 0.177 0.219
H 3.066 0.950 -0.084 0.219
H 3.785 -1.989 0.391 0.199
H 2.984 -0.916 1.575 0.253
H 6.606 -0.388 -1.694 0.167
H 6.385 -1.361 -3.181 0.198
H 5.042 0.379 -4.216 0.167
H 6.064 1.439 -3.196 0.196
H -0.382 -0.227 -1.477 0.205
H -2.030 -0.852 -1.291 0.240
H -1.942 1.463 -0.532 0.218
H -0.648 1.071 0.632 0.209
```

=====

No. 3
This record from the OMol25 dataset describes a cluster of 2 separate species, C16H28N3O6S in total at a distorted geometry. The level of theory is ωB97M-V/def2-TZVPD.

## Properties
* HOMO level: -11.8 eV
* molecular weight: 390.482 g/mol
* calculated total energy: -1639.5473 hartree
* ΔE to the lowest compared entry with this formula, charge and spin: 243.1 kcal per mole
* spin multiplicity: 1
* LUMO: -5.02 eV
* net charge: +1

```
54
Properties=species:S:1:pos:R:3:nbo_charge:R:1
C -0.269 -2.084 3.444 -0.192
C -0.347 -0.658 3.445 0.084
N -0.435 0.782 2.902 -0.426
C -1.848 1.281 2.852 -0.261
C -2.995 0.128 2.564 -0.431
C -2.824 -0.614 1.105 -0.519
C -4.223 -0.847 0.282 0.772
O -4.478 0.006 -0.734 -0.534
O -5.140 -1.969 0.602 -0.694
C 0.333 0.935 1.610 0.778
N 0.102 1.941 0.662 -0.834
N 1.469 -0.037 1.381 -0.463
C 2.686 0.286 2.252 -0.353
S 3.196 -1.296 3.196 0.186
C 2.985 -2.809 2.113 -0.565
C 2.694 -4.211 2.961 -0.634
C 1.990 -0.056 -0.025 -0.273
C 0.746 -0.791 -1.069 0.031
C 1.179 -2.354 -1.690 -0.151
O 1.141 -0.966 -2.572 -0.535
H -0.084 -3.253 3.291 0.321
H -2.095 1.702 3.942 0.260
H -2.069 2.164 2.121 0.246
H -4.030 0.718 2.504 0.256
H -3.136 -0.631 3.471 0.258
H -2.261 -1.645 1.314 0.245
H -2.120 0.083 0.462 0.204
H -4.599 -2.835 0.635 0.499
H 0.905 2.582 0.382 0.466
H -0.864 2.003 0.264 0.452
H 3.591 0.609 1.569 0.246
H 2.416 1.082 3.084 0.255
H 4.025 -3.002 1.559 0.236
H 2.125 -2.728 1.323 0.222
H 2.382 -5.110 2.269 0.237
H 1.877 -4.094 3.790 0.209
H 3.703 -4.528 3.479 0.240
H 2.250 0.976 -0.502 0.220
H 2.918 -0.759 -0.206 0.264
H -0.456 -0.604 -0.761 0.211
H 2.257 -2.748 -1.467 0.234
H 0.184 -2.967 -1.724 0.233
C -0.285 5.181 -5.581 -0.258
O -0.897 3.897 -5.473 -0.489
C -0.233 3.028 -4.669 0.983
O 0.801 3.259 -4.063 -0.655
O -0.919 1.857 -4.657 -0.494
C -0.333 0.842 -3.846 -0.247
H -0.900 5.793 -6.247 0.204
H -0.242 5.672 -4.604 0.188
H 0.715 5.096 -6.018 0.196
H -0.292 1.159 -2.799 0.160
H 0.666 0.583 -4.213 0.210
H -0.964 -0.049 -3.911 0.204
```

=====

No. 4
This record from the OMol25 dataset describes a cluster of 4 separate species, C16H28O8 in total at a distorted geometry. The level of theory is ωB97M-V/def2-TZVPD.

## Properties
* HOMO level: -9.8 eV
* molecular weight: 348.392 g/mol
* calculated total energy: -1228.3598 hartree
* ΔE to the lowest compared entry with this formula, charge and spin: 0.0 kcal per mole
* spin multiplicity: 1
* LUMO: 0.49 eV

```
52
Properties=species:S:1:pos:R:3:nbo_charge:R:1
C -30.652 6.359 6.060 -0.633
C -29.186 6.466 6.350 0.067
C -28.618 5.593 7.481 -0.100
O -27.718 4.697 6.833 -0.493
C -27.644 4.983 5.510 0.972
O -26.940 4.416 4.742 -0.585
O -28.429 6.033 5.197 -0.493
H -31.023 5.341 6.159 0.214
H -30.798 6.776 5.063 0.235
H -31.224 7.016 6.720 0.222
H -28.916 7.512 6.507 0.186
H -29.459 5.021 7.879 0.181
H -28.147 6.175 8.262 0.220
C -24.131 8.038 2.131 -0.622
C -22.923 7.175 1.800 0.063
C -23.236 6.019 0.863 -0.098
O -22.195 6.071 -0.121 -0.494
C -21.569 7.273 -0.060 0.972
O -20.721 7.617 -0.815 -0.576
O -22.042 7.987 0.979 -0.499
H -24.642 8.298 1.207 0.216
H -23.793 8.919 2.674 0.229
H -24.803 7.503 2.806 0.224
H -22.378 6.986 2.724 0.191
H -24.193 6.156 0.360 0.187
H -23.205 5.036 1.327 0.207
C -28.235 4.475 12.194 -0.427
C -27.449 5.657 12.771 -0.437
C -27.426 6.639 11.570 -0.069
O -28.415 6.190 10.634 -0.556
C -29.203 5.178 11.257 -0.072
H -28.848 3.976 12.948 0.218
H -27.621 3.802 11.604 0.212
H -26.441 5.369 13.048 0.223
H -28.080 6.111 13.533 0.208
H -26.468 6.579 11.048 0.174
H -27.646 7.672 11.842 0.178
H -29.534 4.459 10.495 0.181
H -30.138 5.612 11.627 0.171
C -25.665 8.207 8.236 -0.437
C -24.357 7.801 7.567 -0.430
C -24.745 7.886 6.113 -0.073
O -25.539 9.054 6.020 -0.531
C -26.256 9.210 7.256 -0.070
H -25.485 8.635 9.222 0.220
H -26.279 7.310 8.316 0.200
H -23.942 6.867 7.947 0.221
H -23.548 8.514 7.764 0.204
H -25.348 7.034 5.745 0.160
H -23.906 7.851 5.413 0.189
H -27.322 9.029 7.091 0.164
H -26.127 10.255 7.538 0.185
```

=====

No. 5
This record from the OMol25 dataset describes a structure of composition C16H29Br3ClN3O3Sb. The level of theory is ωB97M-V/def2-TZVPD.

## Properties
* HOMO level: -6.1 eV
* molecular weight: 708.351 g/mol
* calculated total energy: -9439.6460 hartree
* spin multiplicity: 1
* LUMO: 2.42 eV
* net charge: -1

```
56
Properties=species:S:1:pos:R:3:nbo_charge:R:1
C 4.797 -1.401 -0.218 -0.633
C 3.370 -1.636 -0.709 -0.212
N 2.660 -0.416 -1.097 -0.490
C 1.961 0.233 0.016 -0.233
C 0.632 -0.498 0.297 -0.856
Sb -1.166 0.692 0.043 1.988
Cl -3.145 2.169 -0.626 -0.623
C -2.183 -0.653 -1.308 -0.770
C -1.688 -2.098 -1.329 -0.543
C -2.766 -3.128 -1.588 0.696
N -3.713 -2.774 -2.548 -0.843
O -2.777 -4.218 -1.066 -0.606
C -0.457 2.503 1.034 -0.803
C -0.061 2.483 2.492 -0.169
C 1.263 1.839 2.835 -0.650
Br 0.100 4.414 3.062 -0.110
O -0.197 1.590 -1.691 -0.779
C 0.140 0.831 -2.639 0.593
N 0.452 0.129 -3.513 -0.601
C -2.351 -0.265 1.720 -0.641
Br -1.329 -0.749 3.305 -0.022
C -3.654 0.408 2.047 -0.215
C -3.613 1.766 2.722 -0.652
Br -4.793 -0.792 3.205 -0.113
C 3.337 0.438 -1.968 0.725
C 3.722 -0.190 -3.287 -0.725
O 3.558 1.598 -1.706 -0.605
H 5.157 -2.265 0.345 0.208
H 4.845 -0.523 0.429 0.215
H 5.480 -1.238 -1.054 0.203
H 2.780 -2.108 0.080 0.205
H 3.367 -2.339 -1.548 0.200
H 2.591 0.216 0.913 0.176
H 1.834 1.278 -0.254 0.239
H 0.593 -1.328 -0.409 0.246
H 0.650 -0.939 1.295 0.232
H -2.245 -0.215 -2.304 0.254
H -3.204 -0.612 -0.911 0.211
H -1.221 -2.394 -0.388 0.225
H -0.960 -2.216 -2.138 0.259
H -4.160 -1.880 -2.390 0.389
H -4.408 -3.510 -2.606 0.380
H -1.257 3.221 0.869 0.266
H 0.387 2.858 0.438 0.247
H -0.855 2.152 3.152 0.220
H 1.570 2.103 3.845 0.222
H 1.192 0.755 2.741 0.226
H 2.035 2.201 2.154 0.216
H -2.607 -1.229 1.276 0.222
H -4.263 0.409 1.149 0.248
H -2.741 2.333 2.405 0.222
H -4.492 2.344 2.440 0.230
H -3.622 1.668 3.807 0.222
H 4.079 0.591 -3.954 0.232
H 4.523 -0.921 -3.152 0.208
H 2.852 -0.687 -3.716 0.267
```